Record 1
94
Properties=species:S:1:pos:R:3 method="wB97M-V/def2-TZVPD" e_homo_ev=-7.77 gap_ev=7.4862 spin_multiplicity=1
C -2.78690 -4.05569 -0.72751
C -2.72013 -2.61930 -1.06355
Br -3.95020 -2.05014 -2.39256
C -1.83437 -1.78349 -0.50490
Br -0.64327 -2.60571 0.74557
C -1.66771 -0.21599 -0.68794
N -2.84894 0.39492 -0.12315
C -1.53941 0.22460 -2.15692
C -0.16942 0.80172 -2.51576
C -0.03071 2.26686 -2.09295
C 1.03858 3.04522 -2.85179
C 1.62139 4.10466 -1.97742
F 2.34021 4.97272 -2.68080
F 0.72380 4.77866 -1.27132
F 2.48927 3.55747 -1.08097
P -0.09373 0.80836 -4.42361
N -1.29557 1.95407 -4.71979
O -0.73548 -0.63199 -4.89883
N 0.88284 -0.01344 -1.91004
C 0.97171 -1.37673 -2.43034
C 2.10471 -2.18092 -1.84541
O 2.20669 -2.43196 -0.66119
N 3.04297 -2.63292 -2.80350
C 4.10470 -3.39235 -2.14198
C 2.30622 -3.59133 -3.66316
C 0.72012 0.11047 -0.53173
N 1.80120 0.24441 0.18014
C 3.17084 0.35744 -0.27814
C 4.05001 -0.36953 0.68193
O 3.94922 0.33533 1.93118
Si 3.81150 -0.64992 3.26440
C 5.23908 -1.86327 3.41540
C 3.74895 0.37157 4.83259
C 2.23653 -1.68474 3.22622
N -0.46059 0.15731 0.12614
C -0.64873 1.35192 0.97561
C -1.24443 1.03350 2.35338
C -2.45870 1.90840 2.64405
C -2.62362 2.16262 4.13320
S -3.46072 3.72656 4.49059
C -4.91705 3.18931 5.24085
N -6.10645 3.43326 4.91010
N -6.90662 2.77872 5.83720
C -6.12925 2.20754 6.63899
O -4.82804 2.41737 6.34043
H -1.85139 -4.53170 -0.96149
H -3.07162 -4.21378 0.29867
H -3.52352 -4.52158 -1.35556
H -3.48851 0.66795 -0.84863
H -3.32716 -0.25884 0.47371
H -2.30282 0.91648 -2.47525
H -1.68692 -0.65184 -2.75083
H -0.97743 2.73594 -2.27251
H 0.21712 2.38728 -1.04586
H 0.63587 3.54680 -3.71155
H 1.86945 2.42240 -3.12083
H -1.46781 1.95397 -5.71791
H -2.19808 1.72374 -4.28725
H -1.68474 -0.69727 -4.72004
H 1.15210 -1.35323 -3.48432
H 0.07111 -1.96864 -2.30134
H 4.70132 -2.76875 -1.50119
H 3.73083 -4.26898 -1.63624
H 4.75233 -3.74303 -2.92787
H 2.96953 -4.04928 -4.37598
H 1.87006 -4.38718 -3.06967
H 1.50495 -3.12034 -4.20962
H 1.69227 0.30546 1.17864
H 3.44760 1.39884 -0.19878
H 3.32299 0.07925 -1.30245
H 3.72621 -1.39203 0.81880
H 5.07075 -0.28735 0.34037
H 5.29715 -2.13901 4.45511
H 6.16360 -1.37624 3.14663
H 5.08156 -2.76017 2.83954
H 2.71475 0.59255 5.04013
H 4.11127 -0.20396 5.66730
H 4.29417 1.29166 4.71978
H 1.41940 -1.21747 2.69460
H 1.90561 -1.83651 4.24279
H 2.39649 -2.65658 2.78764
H 0.29693 1.82222 1.17551
H -1.22386 2.11058 0.48745
H -1.51625 -0.00619 2.41259
H -0.52542 1.30425 3.10558
H -2.36879 2.86667 2.15315
H -3.35815 1.46538 2.26184
H -1.66362 2.21140 4.61511
H -3.15922 1.34965 4.59888
H -6.41517 1.62723 7.48068
N -5.28462 0.27604 -4.57548
O -6.40864 0.69397 -4.78729
O -5.08488 -0.92964 -4.27201
O -4.28729 1.04432 -4.61729



Record 2
89
Properties=species:S:1:pos:R:3 method="wB97M-V/def2-TZVPD" total_charge=+1 de_lowest_ev=0.179 e_homo_ev=-12.35 gap_ev=8.1419 spin_multiplicity=1
C 1.12165 -5.42403 0.39870
C 0.96318 -4.10868 1.13193
N 1.55539 -3.87308 2.22556
C 0.05777 -3.04080 0.55657
C -0.81127 -2.39113 1.62654
C -0.83458 -0.86297 1.72860
N -1.91133 -0.73058 2.75587
C -2.71004 -1.72532 2.76893
C -2.31379 -2.78438 1.77602
C -3.23396 -2.77158 0.57475
Br -2.78537 -1.69673 -0.91163
C -4.35496 -3.49081 0.58513
C -4.76976 -4.37096 1.73266
Br -5.55369 -3.48552 -0.85897
H 0.53854 -6.18453 0.91990
H 0.80678 -5.33942 -0.63855
H 2.16361 -5.73367 0.45228
H 2.12848 -4.66380 2.51369
H -0.49690 -3.40380 -0.30546
H 0.72990 -2.26436 0.17307
H -0.40502 -2.69272 2.59680
H 0.11142 -0.44169 2.05014
H -1.27244 -0.41207 0.84256
H -1.98303 0.08793 3.35703
H -3.56361 -1.77404 3.43426
H -2.32112 -3.77196 2.23983
H -4.80302 -3.82088 2.67398
H -4.07554 -5.20665 1.85152
H -5.75316 -4.79721 1.56295
C -2.09111 5.16395 4.33982
O -2.49756 4.78064 5.65774
C -2.31570 3.50262 5.94812
O -1.84464 2.66939 5.20640
O -2.72901 3.29027 7.19092
C -2.58675 1.94920 7.66119
H -2.29253 6.22589 4.24570
H -1.02822 4.98871 4.19844
H -2.66325 4.62568 3.58654
H -1.54042 1.64977 7.65850
H -3.17590 1.26517 7.05216
H -2.96420 1.94563 8.67848
C -1.90883 3.09970 -6.28952
O -2.91148 2.14070 -5.92802
C -3.01274 1.91503 -4.62557
O -2.35702 2.42877 -3.75749
O -3.97077 1.00003 -4.43582
C -4.17559 0.65654 -3.06982
H -1.94518 3.17734 -7.37135
H -2.12828 4.06725 -5.84363
H -0.92452 2.75686 -5.97762
H -4.48504 1.52501 -2.49037
H -3.26138 0.23890 -2.64688
H -4.96407 -0.09108 -3.05019
C 1.80664 4.90269 4.59726
O 1.71547 5.81300 3.50193
C 2.61139 6.80623 3.54413
O 3.43872 6.96220 4.40074
O 2.42216 7.57960 2.48027
C 3.31933 8.69375 2.39523
H 1.03268 4.15515 4.44103
H 2.77845 4.41347 4.62239
H 1.62744 5.41482 5.54140
H 4.34937 8.35064 2.32772
H 3.19987 9.34728 3.25656
H 3.05007 9.22753 1.48933
C 2.74590 -1.32895 -7.67148
O 1.73499 -0.91686 -6.74436
C 0.53873 -1.45665 -6.96625
O 0.26125 -2.22856 -7.84408
O -0.30549 -0.99268 -6.04108
C -1.63864 -1.49226 -6.16559
H 3.65500 -0.81655 -7.37234
H 2.89657 -2.40518 -7.62038
H 2.47717 -1.03877 -8.68486
H -1.65895 -2.57543 -6.05797
H -2.07237 -1.20411 -7.12075
H -2.21866 -1.03941 -5.36556
C 7.80357 -2.89662 -2.38930
O 6.97060 -2.50761 -1.28993
C 5.81609 -3.15615 -1.21967
O 5.42752 -4.00869 -1.97438
O 5.14251 -2.70217 -0.15623
C 3.87551 -3.32797 0.03073
H 8.69973 -2.28898 -2.31607
H 8.06618 -3.94961 -2.31563
H 7.30307 -2.70185 -3.33529
H 4.00767 -4.39725 0.18613
H 3.22921 -3.15250 -0.83116
H 3.44130 -2.87809 0.91514



Record 3
76
Properties=species:S:1:pos:R:3 method="wB97M-V/def2-TZVPD" e_homo_ev="-5.07 / -7.70" gap_ev="5.2357 / 7.0822" spin_multiplicity=5
Pd 1.89254 -0.67882 1.28959
P -0.16632 0.62245 -2.39857
Cl 1.63552 1.67814 0.53512
C -1.17689 -0.10705 -1.13010
H -2.25669 -0.41654 -1.26386
H -0.73660 0.55249 -0.18983
C 1.71814 0.75930 -2.48776
C -0.84406 2.35310 -2.56274
C 2.28465 0.98222 -3.91320
H 1.93713 1.65986 -1.87831
C 3.78274 1.32652 -3.85423
H 2.13696 0.05993 -4.50081
H 1.76292 1.79140 -4.45141
C 4.61103 0.32749 -3.02843
H 4.17575 1.38010 -4.87983
H 3.87698 2.33318 -3.41727
C 3.95581 -0.01855 -1.67775
H 4.73625 -0.59866 -3.60831
H 5.61882 0.73312 -2.86887
C 2.48234 -0.40641 -1.84100
H 4.52332 -0.82746 -1.19452
H 4.00739 0.85706 -1.01281
H 2.40571 -1.30043 -2.48868
H 2.01488 -0.64828 -0.82783
C -0.73552 -0.47611 -3.75322
C -2.36080 2.29583 -2.80227
H -0.64096 2.77278 -1.56234
C -2.99651 3.68852 -2.75779
H -2.53444 1.84127 -3.78895
H -2.83747 1.65123 -2.05415
C -2.28898 4.68526 -3.68395
H -4.06664 3.63514 -3.00028
H -2.93259 4.05801 -1.72633
C -0.75471 4.67903 -3.55700
H -2.55393 4.45765 -4.72502
H -2.67090 5.69082 -3.47052
C -0.13515 3.27616 -3.55975
H -0.30411 5.26791 -4.36815
H -0.48277 5.16362 -2.60942
H -0.22148 2.84936 -4.56935
H 0.93206 3.35391 -3.30294
C 0.04973 -1.78906 -3.73926
H -1.76946 -0.68554 -3.43859
C -0.63406 -2.81248 -4.64964
H 1.07440 -1.60559 -4.09924
H 0.13474 -2.16816 -2.71434
C -0.85495 -2.26986 -6.06683
H -0.02922 -3.72456 -4.68954
H -1.60031 -3.09572 -4.21016
C -1.48441 -0.87273 -6.09306
H 0.11339 -2.23491 -6.58316
H -1.48976 -2.96456 -6.62835
C -0.78092 0.11934 -5.16271
H -1.48162 -0.48053 -7.11537
H -2.53474 -0.95189 -5.78272
H 0.24147 0.30995 -5.52220
H -1.31831 1.07777 -5.18492
C 0.21090 -2.18401 0.05509
C -1.21131 -2.19465 -0.54744
H 0.96688 -2.19237 -0.74162
C -2.28399 -2.63396 0.45671
H -1.45275 -2.56400 -1.64388
C -1.79114 -2.88102 1.94483
H -3.01169 -1.79876 0.55626
H -2.92126 -3.53706 0.21784
C -0.53835 -3.78654 1.98462
H -1.59453 -1.93510 2.48824
H -2.57000 -3.33931 2.60202
C 0.63405 -3.21534 1.13966
H -0.24746 -3.98684 3.03561
H -0.78816 -4.78839 1.58362
H 1.39818 -2.72684 1.82062
H 1.22968 -4.09261 0.79662
O -0.66682 0.99481 4.14885
N -0.33844 0.87170 2.95193
O 0.16011 -0.31165 2.68587



Record 4
80
Properties=species:S:1:pos:R:3 method="wB97M-V/def2-TZVPD" total_charge=+2 e_homo_ev="-12.19 / -14.72" gap_ev="5.4002 / 3.6437" spin_multiplicity=6
Ir 0.33649 0.18281 0.80954
C 1.83158 -1.76470 0.29367
C 2.17767 -1.16492 -0.95160
C 2.46884 0.45959 0.69965
C 2.10294 -0.80773 1.36169
C 2.56833 0.16901 -0.72811
C 1.51009 -3.20509 0.51274
H 0.79694 -3.58876 -0.23730
H 1.09710 -3.38709 1.51745
H 2.43228 -3.80781 0.42313
C 2.55038 -1.16880 2.73615
H 2.22602 -2.17194 3.01651
H 2.14493 -0.45580 3.44891
H 3.64467 -1.11137 2.80823
C 3.17801 1.58965 1.37966
H 4.26399 1.48388 1.21850
H 2.97798 1.58502 2.45678
H 2.85937 2.55855 0.96560
C 3.11163 1.11428 -1.73631
H 4.17010 0.89910 -1.96329
H 3.06078 2.14814 -1.37058
H 2.55885 1.05757 -2.68682
C 2.17940 -1.87570 -2.25746
H 3.07838 -2.50384 -2.34974
H 2.15169 -1.16595 -3.09237
H 1.30872 -2.53710 -2.35097
C -2.33104 -0.68627 -2.08623
C -1.50760 -1.70805 -2.36383
C -1.36949 -2.26362 -3.75282
C -0.61630 -1.41532 -4.82093
C -0.13104 -0.04223 -4.43173
C -0.97825 0.96258 -4.18210
C -2.46989 0.78405 -4.26358
C -3.17806 -0.04968 -3.15196
H -2.37321 -2.49448 -4.14607
H -1.29688 -1.31539 -5.68064
H -0.86348 -3.23764 -3.67179
H -3.76805 -0.83767 -3.64823
H -2.44709 -0.28757 -1.07458
H -0.92775 -2.21913 -1.58987
H -3.91299 0.59992 -2.65626
H -2.92872 1.78403 -4.29182
H -0.63507 1.96264 -3.91966
H -2.71876 0.31183 -5.22533
H 0.24680 -1.99672 -5.18142
H 0.94942 0.09004 -4.40857
P -1.30568 -1.27262 1.81139
C -0.62712 -2.00830 3.37884
H -1.45336 -2.39630 3.99036
H -0.12077 -1.23921 3.96697
H 0.09655 -2.80550 3.17981
C -2.81370 -0.40216 2.39387
H -3.35451 -1.02976 3.12020
H -3.47250 -0.16922 1.54570
H -2.51334 0.52556 2.89716
C -1.99858 -2.83288 1.12127
H -2.66663 -2.62020 0.27848
H -2.55850 -3.37727 1.90208
H -1.19986 -3.49335 0.76297
P -0.39040 2.36625 0.20394
C 0.61770 3.25890 -1.06371
H 0.05633 4.11972 -1.46310
H 0.88488 2.60644 -1.90492
H 1.53613 3.64807 -0.59260
C -2.13738 2.66408 -0.27836
H -2.29057 2.50796 -1.35680
H -2.42407 3.69547 -0.00410
H -2.79694 1.98396 0.27639
C -0.25368 3.68531 1.49564
H -0.43664 4.65996 1.01703
H 0.75342 3.67093 1.93021
H -0.97828 3.50968 2.30400
F 0.76600 1.56446 6.72766
C 0.40735 0.81416 5.67571
F 1.42179 -0.06299 5.44136
F -0.68234 0.08296 6.00695
S 0.13441 1.86584 4.18689
O -0.93215 2.76696 4.58482
O 1.43276 2.45026 3.88323
O -0.23003 0.79052 3.20442



Record 5
75
Properties=species:S:1:pos:R:3 method="wB97M-V/def2-TZVPD" total_charge=+1 e_homo_ev="-10.30 / -9.85" gap_ev="5.6895 / 4.9688" spin_multiplicity=8
Gd -0.59919 0.19140 -1.03127
C -2.44404 1.76513 0.75953
C -3.02764 0.87515 -0.20385
C -2.49658 -0.33395 1.68938
C -2.17356 1.02194 1.93788
C -3.00318 -0.44741 0.35957
C -2.21754 3.21598 0.57067
H -2.28815 3.50545 -0.48531
H -1.22187 3.51556 0.92818
H -2.95475 3.81912 1.12273
C -1.65893 1.55064 3.22318
H -1.61012 2.64490 3.22000
H -0.65220 1.16083 3.44157
H -2.29831 1.25748 4.06886
C -2.34582 -1.43369 2.67067
H -3.12843 -1.39141 3.44942
H -1.36797 -1.37710 3.17998
H -2.41748 -2.41414 2.18111
C -3.38362 -1.71136 -0.33092
H -4.25308 -1.55960 -0.98643
H -3.63926 -2.49749 0.39537
H -2.57323 -2.13099 -0.96039
C -3.55131 1.27762 -1.53742
H -4.36298 2.01670 -1.43327
H -3.96209 0.42625 -2.09864
H -2.78006 1.76145 -2.16820
C 1.32557 1.11130 -1.95571
C 0.22824 1.81709 -2.43116
C -0.27950 1.68992 -3.86299
C -1.10389 0.41731 -4.20339
C -1.26043 -0.61850 -3.10328
C -0.20374 -1.39824 -2.64248
C 1.19775 -1.22575 -3.20705
C 2.03221 -0.00530 -2.71649
H 0.55854 1.75295 -4.58253
H -0.66573 -0.05347 -5.10142
H -0.92340 2.56143 -4.08508
H 2.57890 0.39093 -3.58987
H 1.88668 1.50249 -1.09009
H -0.13715 2.70721 -1.88192
H 2.81541 -0.38660 -2.03822
H 1.77410 -2.13367 -2.95762
H -0.39233 -2.34731 -2.10745
H 1.14899 -1.18853 -4.30863
H -2.12121 0.73069 -4.48826
H -2.29462 -0.94154 -2.90948
P 2.28808 3.38956 1.57322
C 1.90538 3.83858 3.31704
H 2.68441 4.49384 3.73120
H 1.82329 2.91581 3.90796
H 0.93803 4.35956 3.33074
C 3.80687 2.39872 1.89713
H 4.58558 3.03261 2.34408
H 4.16331 2.00074 0.93780
H 3.55699 1.55410 2.55646
C 3.08874 4.94907 1.02448
H 3.56277 4.78423 0.04628
H 3.84185 5.26625 1.76046
H 2.31658 5.72387 0.91631
P 0.75227 -4.42395 0.35096
C 0.44129 -6.19943 -0.02946
H 1.38663 -6.75114 -0.05962
H -0.04452 -6.24671 -1.01174
H -0.22706 -6.63897 0.72009
C 2.48348 -4.33315 -0.27537
H 2.45865 -4.07352 -1.34115
H 3.00199 -5.29156 -0.15060
H 3.00921 -3.54320 0.27582
C 1.13639 -4.58153 2.14230
H 1.88171 -5.36661 2.30596
H 0.21284 -4.84271 2.67134
H 1.51051 -3.62442 2.52617
Se 1.75664 -0.66641 3.42046
C 1.19163 -0.65657 1.75805
N 0.73348 -0.55795 0.65437



Record 6
83
Properties=species:S:1:pos:R:3 method="wB97M-V/def2-TZVPD" total_charge=-1 de_lowest_ev=0.000 e_homo_ev=-4.38 gap_ev=6.4666 spin_multiplicity=1
K -2.44959 -1.40979 1.21484
C -3.73260 1.54872 0.77717
C -4.01243 0.99941 -0.43958
C -5.06664 0.05684 -0.58700
C -5.77129 -0.41449 0.50619
C -5.46973 0.11680 1.76455
C -4.45781 1.07520 1.89471
H -2.90637 2.24517 0.82876
H -3.36419 1.17575 -1.28474
H -5.26274 -0.42351 -1.52876
H -6.50285 -1.19361 0.36030
H -5.98543 -0.22877 2.68119
H -4.29236 1.51024 2.88459
O 0.98697 1.05118 5.67089
C 0.38144 -0.16102 5.58285
O -0.06392 -0.71845 6.53365
C 0.12973 -0.60134 4.17141
O -0.82215 -1.66351 4.10353
C -0.31149 -2.99791 4.22772
C -1.52063 -3.89281 3.91710
O -1.44141 -5.02019 4.40792
O -2.35709 -3.32700 3.15819
H 1.04953 1.23071 6.63724
H 1.02391 -0.83114 3.63058
H -0.34831 0.26202 3.71329
H -0.00304 -3.18085 5.28668
H 0.48975 -3.23074 3.50770
O -4.40319 -4.13441 1.66292
C -3.89025 -5.14821 0.83363
C -2.43370 -5.06069 0.33738
C -1.68456 -6.24292 0.16729
C -0.49632 -6.17951 -0.54871
C -0.05749 -4.91356 -0.99485
C -0.84074 -3.78989 -0.73640
N -2.01812 -3.88242 -0.13037
H -3.77182 -4.02881 2.41875
H -4.47626 -5.17627 -0.10260
H -4.04865 -6.14068 1.32189
H -2.06978 -7.10656 0.62809
H 0.10667 -7.04522 -0.72801
H 0.90007 -4.77925 -1.56269
H -0.51152 -2.75001 -0.98082
C 4.18828 0.08969 0.20321
Si 3.64306 1.86345 -0.25519
C 5.08018 2.61066 -1.24859
C 3.57047 2.96489 1.29406
Si 1.62542 1.78946 -1.44284
Te -0.04014 0.34244 -0.20880
Si 0.67161 3.88956 -1.50564
C 0.10983 4.37180 0.24219
C 1.83663 5.36036 -2.02740
C -0.85838 3.80880 -2.69641
Si 2.06454 0.90957 -3.57766
C 0.50705 0.33219 -4.46609
C 2.87707 2.16465 -4.72112
C 3.36958 -0.48390 -3.52436
H 5.09506 0.06437 0.79385
H 4.47053 -0.54371 -0.64860
H 3.43424 -0.43747 0.73799
H 6.03889 2.34094 -0.76578
H 5.02421 3.70398 -1.30952
H 5.06581 2.21924 -2.29097
H 4.59874 3.01197 1.71507
H 2.87833 2.74408 2.12997
H 3.35835 4.00624 0.93737
H 0.95209 4.34437 0.96257
H -0.67335 3.69220 0.68546
H -0.32880 5.34203 0.33470
H 2.65020 5.38651 -1.29014
H 1.32621 6.32656 -1.99052
H 2.29283 5.16178 -3.00940
H -1.43987 2.87136 -2.43826
H -0.59406 3.75609 -3.73440
H -1.57310 4.65105 -2.69224
H -0.12132 1.15400 -4.77752
H -0.06170 -0.34533 -3.82642
H 0.77013 -0.13872 -5.41261
H 2.40701 3.16096 -4.59305
H 2.69477 1.89103 -5.76597
H 3.95949 2.23232 -4.56030
H 3.01701 -1.27478 -2.83960
H 4.29567 -0.03536 -3.10917
H 3.59379 -0.89784 -4.51432